# 1
The following is a quantum chemistry calculation of a structure of composition C21H37BClN4O4Pd at a distorted geometry, from the Open Molecules 2025 dataset.

Properties
2S+1 = 3
<S²> = 2.01
charge = -1
E_tot = -1955.14831 a.u.

```
69
Properties=species:S:1:pos:R:3:forces:R:3:mulliken_spin:R:1
O 0.41881 -0.24233 -1.21173 1.946 -0.196 -5.438 0.13
C -0.39529 -0.08383 -2.33843 -0.127 0.356 1.211 -0.02
C -0.14429 1.24067 -3.02103 0.028 0.225 -0.154 0.03
C 0.51891 2.27267 -2.36593 0.037 -0.137 -0.007 -0.02
H 0.88731 2.08877 -1.36783 -0.134 -0.014 0.088 0.00
C 0.71521 3.49977 -2.98293 -0.020 0.043 -0.160 0.00
H 1.22261 4.29637 -2.45193 -0.005 0.013 0.040 0.00
C 0.26151 3.71007 -4.27823 0.034 0.017 0.044 0.00
H 0.41231 4.66657 -4.76263 0.002 0.036 -0.017 0.00
C -0.38259 2.67907 -4.95053 -0.015 -0.071 0.018 0.00
H -0.73209 2.82897 -5.96413 -0.022 0.014 -0.057 0.00
C -0.58369 1.45787 -4.32353 0.093 0.107 -0.047 0.00
H -1.09049 0.65717 -4.84833 -0.074 -0.043 -0.007 0.00
H -0.17859 -0.86843 -3.07193 0.109 -0.236 -0.288 0.00
C -2.16719 -1.71383 -1.63333 0.226 -0.916 -0.495 0.01
C -1.83839 -0.27933 -1.89223 -0.191 0.467 -3.469 0.00
H -3.22259 -1.94473 -1.75143 -0.190 0.054 0.044 0.00
H -1.85559 -1.99893 -0.63003 -0.293 -0.260 -0.692 -0.01
H -1.60929 -2.35623 -2.31913 0.019 -0.080 -0.418 0.00
C -2.67019 0.75087 -1.72353 -0.053 0.389 -2.905 0.01
C -4.08399 0.71647 -1.25053 -0.732 -0.180 -0.108 0.01
H -2.30179 1.74017 -1.97293 0.088 0.063 0.034 0.00
H -4.79069 1.10337 -1.97943 -0.061 0.222 -0.457 0.00
H -4.20299 1.30257 -0.33583 0.009 0.047 -0.213 0.00
H -4.39039 -0.30223 -0.99853 -0.079 0.181 -0.124 0.00
Pd -0.04589 -0.34083 0.60217 -1.683 -0.482 2.543 1.34
Cl -2.34349 -0.14203 0.37667 -1.286 -0.033 7.891 0.19
C -1.12679 -0.10303 3.31017 1.228 -0.244 -1.030 -0.01
O -0.25979 -0.70663 2.65747 -1.157 -0.162 2.592 0.06
N -1.27679 -0.23363 4.63097 -0.072 -0.244 0.722 0.00
C -0.74679 -1.37863 5.34247 0.155 0.334 -0.067 0.00
C -1.96249 0.77777 5.40547 -0.327 -0.291 -0.177 0.00
H -1.82449 0.57987 2.82817 0.106 0.306 -0.169 0.00
H -0.18389 -1.99073 4.64837 0.070 -0.033 -0.090 0.00
H -1.55789 -1.96763 5.77157 -0.118 -0.026 0.056 0.00
H -0.09149 -1.05033 6.14927 0.104 -0.033 0.076 0.00
H -2.15879 1.64577 4.78417 0.009 0.064 -0.066 0.00
H -1.35369 1.08817 6.25527 0.105 0.011 -0.026 0.00
H -2.91179 0.39547 5.78217 -0.135 0.010 0.144 0.00
H 4.76801 1.53807 -1.43723 0.216 0.164 -0.077 0.00
H 4.65261 1.87917 1.26427 0.118 0.006 -0.004 0.00
C 3.69401 1.42637 -1.29613 0.478 -0.336 0.009 0.00
C 3.59911 1.62017 1.16017 -0.537 0.168 -0.293 0.00
N 3.41821 0.79707 -0.02273 0.436 0.729 0.284 0.02
H 3.29451 0.82327 -2.10683 -0.138 0.006 -0.007 0.00
C 2.81341 -0.38083 0.04067 -1.209 -0.944 0.417 0.08
O 2.01371 -0.73863 0.92297 2.932 -0.279 -0.070 0.00
H 3.24891 1.08357 2.03267 -0.041 -0.089 0.082 0.00
H 3.09931 -1.06803 -0.76673 -0.305 0.107 -0.292 0.00
H 3.22781 2.41137 -1.32613 -0.074 -0.055 -0.030 0.00
H 3.00931 2.52717 1.05597 -0.030 0.218 0.200 0.00
H -0.14129 -5.72543 1.14357 -0.034 -0.087 0.081 0.00
H 2.05511 -5.89053 -0.47723 0.110 -0.050 0.031 0.00
C -0.50919 -5.18973 0.26787 0.034 0.026 0.162 0.00
C 1.54251 -5.17203 -1.11623 -0.364 0.101 0.112 0.00
N 0.55981 -4.43543 -0.35083 -0.157 -0.579 -0.277 -0.01
H -1.30449 -4.51703 0.57047 0.062 0.162 0.068 0.00
C 0.58351 -3.10393 -0.28493 -0.982 1.412 1.130 0.00
O -0.18259 -2.43783 0.43197 0.951 -3.004 -0.791 0.05
H 2.26301 -4.47493 -1.52653 0.154 0.047 -0.088 0.00
H 1.31651 -2.61823 -0.92703 0.190 0.194 -0.040 0.01
H -0.92449 -5.90683 -0.43863 0.080 -0.096 -0.127 0.00
H 1.05871 -5.71443 -1.92993 0.034 -0.050 -0.091 0.00
B 0.59221 3.96537 2.12937 -0.278 0.901 -0.744 0.00
C 0.31151 2.64047 1.38857 -0.074 -0.938 0.172 -0.03
N 0.13631 1.58377 0.95197 0.483 3.186 0.653 0.15
H -0.27579 4.73337 1.86597 -1.545 -0.053 0.799 0.00
H 1.18161 4.69297 1.39757 1.793 -0.116 -0.305 0.00
H 0.94591 3.85667 3.26507 0.101 -0.030 0.214 0.00
```
Positions in Å, forces in eV/Å.


# 2
The following is a quantum chemistry calculation of a structure of composition C23H34BrN5O2Se2Si2W, from the Open Molecules 2025 dataset.

Properties
ΔE to the lowest compared entry with this formula, charge and spin = 129.3 kJ/mol
charge = 0

```
70
Properties=species:S:1:pos:R:3:forces:R:3:mulliken_charge:R:1
W 0.37994 -0.53291 0.57576 0.110 -0.054 0.312 2.00
C 0.21874 0.19100 -4.91171 0.022 -0.009 -0.011 -1.66
C 0.13322 0.98334 -3.64059 -0.004 -0.005 0.012 0.89
C -0.00747 2.36107 -3.61103 0.002 -0.008 -0.037 -0.84
C -0.10974 3.00850 -2.39610 -0.002 0.023 0.060 -0.84
C -0.06393 2.26566 -1.22805 0.046 -0.010 -0.041 -0.43
Br -0.19633 3.25712 0.37137 -0.036 0.005 -0.009 0.04
N 0.09790 0.93834 -1.22499 0.069 0.039 -0.128 0.73
C 0.19062 0.32931 -2.42350 0.014 0.112 0.034 -0.40
H 0.11438 0.83516 -5.78323 0.000 0.003 0.001 0.43
H -0.56864 -0.56310 -4.94384 -0.003 -0.002 0.000 0.34
H 1.17598 -0.32761 -4.98034 -0.008 -0.007 0.001 0.34
H -0.04483 2.93005 -4.53207 -0.003 -0.002 0.000 0.42
H -0.22147 4.08038 -2.33310 -0.005 -0.003 0.000 0.53
H 0.31796 -0.74037 -2.38825 -0.012 -0.015 -0.007 0.21
C -1.09554 -1.91002 3.85551 -0.014 0.010 -0.017 -1.25
C -0.13548 -0.77062 3.92259 -0.001 0.016 0.108 0.83
C 0.22328 -0.14601 5.10814 0.085 0.100 0.018 -0.93
C 1.10398 0.93143 5.07149 -0.019 -0.033 -0.092 -0.45
C 1.65042 1.38478 3.87825 -0.058 -0.058 0.158 -0.85
C 1.28100 0.69913 2.72884 -0.036 -0.023 -0.116 0.40
N 0.41035 -0.32463 2.79147 -0.001 -0.123 -0.261 0.27
N 1.63424 0.84468 1.40660 0.026 0.261 -0.101 0.12
Si 3.23721 1.38463 0.83848 -0.044 0.002 0.001 0.20
C 3.20728 1.82213 -0.97083 0.027 0.004 0.021 -0.77
C 4.44282 0.01387 1.20442 0.002 0.002 -0.004 -1.04
C 3.73843 2.93456 1.76926 -0.006 -0.007 0.025 -1.33
H -2.03223 -1.56546 3.41295 -0.001 -0.019 0.001 0.15
H -1.29388 -2.30492 4.84923 0.008 0.010 0.010 0.45
H -0.70260 -2.69517 3.21159 0.000 0.005 0.015 0.18
H -0.18419 -0.50301 6.04263 0.003 0.012 0.005 0.46
H 1.37004 1.43255 5.99402 -0.007 -0.014 0.002 0.46
H 2.31976 2.22827 3.84366 -0.002 -0.002 -0.010 0.36
H 2.87036 0.99337 -1.59085 0.002 -0.014 -0.003 0.12
H 4.23691 2.05930 -1.25566 -0.005 -0.008 -0.008 0.58
H 2.60399 2.70872 -1.17422 -0.004 0.002 0.008 0.19
H 4.23383 -0.86567 0.59303 -0.005 0.000 -0.001 0.25
H 4.39065 -0.27678 2.25710 -0.004 0.000 -0.002 0.33
H 5.46675 0.33790 1.00146 -0.003 0.001 -0.007 0.42
H 2.91427 3.64617 1.85552 -0.001 -0.001 -0.001 0.35
H 4.53952 3.42786 1.21294 0.004 -0.005 -0.003 0.38
H 4.12601 2.72018 2.76647 0.003 0.017 0.001 0.33
O -2.37153 -2.26688 -2.07555 -0.026 -0.018 0.030 -0.74
C -1.41846 -2.72944 -1.46281 -0.003 0.051 -0.028 -0.34
C -1.04923 -4.21674 -1.41063 0.075 -0.017 0.005 -0.52
C -0.00025 -4.32979 -0.29386 -0.066 -0.007 -0.045 -0.91
C 0.47904 -2.90577 -0.17073 0.090 0.173 0.011 1.43
O 0.51974 -2.32460 1.17051 -0.005 -0.247 0.029 -0.71
N -0.49270 -2.03595 -0.77508 -0.071 0.034 0.042 0.19
H -0.62705 -4.48930 -2.38010 -0.026 -0.006 0.002 0.22
H -1.94308 -4.81718 -1.25601 -0.009 0.004 0.017 0.40
H 0.82538 -5.00109 -0.52335 -0.005 0.000 -0.011 0.36
H -0.45157 -4.62396 0.65398 -0.011 -0.010 -0.010 0.25
C -3.12799 0.83302 -2.25111 0.001 -0.042 0.035 -0.74
Si -3.65102 0.56705 -0.48450 -0.065 -0.019 0.035 0.71
C -4.42448 2.13732 0.18400 -0.023 -0.012 -0.043 -1.18
C -4.82347 -0.87480 -0.35569 0.024 0.008 -0.035 -1.09
Se -1.98253 0.20890 1.08205 0.018 -0.020 -0.073 -0.49
H -4.04806 0.99932 -2.82142 0.015 0.006 -0.016 0.55
H -2.64830 -0.06650 -2.63517 -0.012 0.008 -0.005 0.10
H -2.48705 1.70243 -2.39424 -0.017 0.017 0.044 0.21
H -5.29902 2.40875 -0.41411 -0.002 0.002 0.011 0.36
H -3.71603 2.96751 0.14698 0.007 -0.009 0.000 0.28
H -4.74445 2.01382 1.21979 -0.002 -0.005 0.002 0.29
H -5.72859 -0.68683 -0.94001 0.009 0.022 -0.004 0.36
H -5.11715 -1.06951 0.67668 0.017 0.023 0.012 0.32
H -4.33060 -1.75824 -0.76222 -0.023 -0.026 0.004 0.26
Se 3.06232 -3.38890 -1.59355 -0.013 -0.004 0.003 -0.15
C 1.83008 -2.38916 -0.76191 0.001 -0.125 -0.044 -0.96
N 1.79252 -1.08668 -0.54637 -0.017 0.015 0.097 -0.41
```
Positions in Å, forces in eV/Å.


# 3
The following is a quantum chemistry calculation of a cluster of 2 separate species, C4H12 in total at a distorted geometry, from the Open Molecules 2025 dataset.

Properties
ΔE to the lowest compared entry with this formula, charge and spin = 48.9 kJ/mol
structure (SMILES) = CC.CC
charge = 0

```
16
Properties=species:S:1:pos:R:3:forces:R:3:mulliken_charge:R:1
C 1.48562 -1.77068 1.25601 0.062 -0.094 -0.459 -0.89
C 1.30508 -1.33059 -0.21267 0.259 -1.176 0.163 -0.75
H 2.34521 -2.42667 1.36403 -0.155 -0.353 0.083 0.31
H 1.67342 -0.95400 1.94631 -0.124 0.280 -0.078 0.29
H 0.56112 -2.26314 1.55268 0.246 -0.187 0.398 0.24
H 0.44812 -1.86836 -0.62869 -0.418 0.742 0.120 0.28
H 1.23960 -0.25906 -0.25723 -0.162 0.163 -0.485 0.13
H 2.07048 -1.71668 -0.88864 0.552 0.429 0.324 0.38
C -1.21956 0.79924 -0.49885 -0.057 1.460 -0.514 -0.61
C -1.58300 2.29834 -0.45186 0.055 -0.218 -1.268 -1.03
H -2.01915 0.28854 -1.03351 0.220 -0.389 0.124 0.29
H -0.28301 0.73075 -1.03821 -0.055 -0.341 -0.280 0.14
H -1.03777 0.38986 0.48249 -0.261 -0.228 0.323 0.29
H -1.55754 2.74661 -1.45737 -0.135 -0.514 -0.123 0.29
H -0.81041 2.89846 0.01208 -0.287 0.070 0.967 0.32
H -2.61821 2.43739 -0.14656 0.259 0.354 0.705 0.30
```
Positions in Å, forces in eV/Å.


# 4
The following is a quantum chemistry calculation of a structure of composition C34H18BiN9O6S6 at a distorted geometry, from the Open Molecules 2025 dataset.

Properties
ΔE to the lowest compared entry with this formula, charge and spin = 52.2 kJ/mol
charge = -2

```
74
Properties=species:S:1:pos:R:3:forces:R:3:mulliken_charge:R:1
Bi 0.79158 0.18837 -0.20526 -0.684 -0.028 -0.870 1.68
C -3.07937 3.46523 0.06170 -0.122 0.011 -0.087 -1.12
C -1.88646 2.72757 0.06841 -0.050 0.022 -0.040 -0.46
N -1.79545 1.51221 -0.41377 -0.108 0.023 0.270 0.75
C -2.87722 0.93497 -0.95767 -0.273 0.230 0.018 -0.14
C -4.12561 1.59089 -1.00910 0.317 -0.058 0.039 1.36
C -4.20201 2.88854 -0.47470 0.065 -0.012 0.055 -0.90
C -5.24719 0.93727 -1.60704 -0.155 -0.108 -0.136 -0.92
C -5.12533 -0.29371 -2.14947 -0.163 0.170 -0.031 -0.83
C -3.87990 -0.99480 -2.11552 0.341 0.044 0.174 1.36
C -3.72448 -2.28777 -2.64828 0.081 -0.016 0.026 -0.86
C -2.51547 -2.92200 -2.53536 -0.164 0.029 -0.048 -1.18
C -1.46242 -2.25179 -1.89185 0.025 -0.036 -0.057 -0.62
N -1.57724 -1.04038 -1.40588 -0.014 -0.004 0.280 0.87
C -2.75506 -0.39951 -1.50543 -0.252 -0.296 -0.142 -0.58
H -3.10054 4.46883 0.46499 0.012 -0.001 0.027 0.43
H -0.97473 3.14119 0.48491 0.007 0.024 0.036 0.26
H -5.14693 3.42027 -0.49688 -0.012 -0.005 -0.020 0.38
H -6.19588 1.46190 -1.63178 -0.009 -0.001 -0.018 0.37
H -5.97129 -0.76955 -2.63285 -0.020 -0.019 0.031 0.37
H -4.56394 -2.76429 -3.14250 -0.012 -0.007 0.015 0.38
H -2.36327 -3.91783 -2.92792 0.035 0.001 -0.022 0.44
H -0.48915 -2.71759 -1.78086 0.024 0.010 -0.009 0.50
N -0.31009 0.78567 4.44708 -0.188 -0.219 -0.002 -0.04
C 0.80904 1.57792 4.46374 0.202 0.322 -0.253 0.41
C 1.63954 1.99634 5.49386 -0.022 -0.056 0.057 -1.21
C 2.66509 2.85814 5.15442 0.027 -0.050 0.133 -0.38
C 2.85350 3.28089 3.83520 -0.017 0.105 -0.074 -0.90
C 2.01283 2.87901 2.81448 0.043 0.016 0.055 -0.57
C 0.97376 2.00857 3.13404 -0.057 -0.051 0.380 0.38
N -0.02003 1.45556 2.33457 -0.377 -0.305 0.350 0.34
C -0.73546 0.71287 3.14528 0.417 0.561 -0.028 0.28
C -1.93784 -0.06319 2.86865 -0.524 -0.195 0.350 -0.92
C -2.88356 -0.32627 3.82108 -0.060 -0.011 0.020 -0.20
S -4.09554 -1.36569 3.20084 0.359 0.124 -0.223 -0.29
C -3.24635 -1.35968 1.68226 -0.428 -0.135 0.299 -0.36
N -2.18622 -0.64329 1.66196 0.496 0.034 -0.443 0.56
H -0.55601 0.10153 5.13970 0.069 -0.073 -0.016 0.35
H 1.48955 1.66128 6.51282 0.021 0.012 0.014 0.39
H 3.33386 3.21753 5.92667 0.040 -0.042 0.001 0.37
H 3.68073 3.94155 3.61037 -0.001 0.011 -0.032 0.43
H 2.15709 3.21330 1.79811 -0.024 -0.026 -0.041 0.49
H -2.93160 0.03514 4.83418 0.027 0.038 0.014 0.49
H -3.61705 -1.93648 0.84821 0.016 0.035 -0.135 0.34
S 0.67705 -0.54405 -5.03295 0.229 -0.316 -0.147 -0.41
C 0.78819 -0.06131 -3.43358 -0.415 0.235 -0.426 0.28
S 1.84818 -0.88799 -2.32206 0.142 -0.205 0.072 -0.43
S -0.14828 1.22154 -2.83403 0.091 0.005 0.057 -0.37
S 1.89040 2.53727 -0.67168 0.576 0.273 -0.120 -0.45
C 3.56790 2.23034 -0.29395 -0.472 -0.413 0.434 0.33
C 4.45572 3.25576 -0.71774 0.417 0.355 -0.089 -0.23
N 5.13874 4.12377 -1.04840 -0.023 -0.046 0.009 -0.60
C 4.04191 1.14054 0.38108 -0.527 0.262 -0.117 0.89
S 3.07026 -0.16228 1.02263 0.599 0.028 0.265 -0.58
C 5.43599 1.05377 0.64233 0.575 -0.023 0.004 -0.27
N 6.56584 0.98657 0.86352 -0.078 -0.028 0.034 -0.60
O 0.20624 -1.94586 3.00972 0.062 0.094 0.177 -0.52
C 0.53340 -2.58233 2.00052 -0.009 -0.106 -0.136 0.09
O 0.68018 -2.20245 0.81564 -0.046 -0.198 0.074 -0.69
C 0.78998 -4.08289 2.21283 -0.010 0.105 -0.026 0.08
C 1.08385 -4.55870 3.47957 0.102 -0.278 0.295 -0.30
C 1.33890 -5.91466 3.66450 -0.285 0.495 -0.998 -0.29
C 1.26872 -6.80619 2.60779 0.029 -0.348 0.063 -0.31
C 0.93946 -6.31750 1.35643 0.043 0.740 0.750 0.03
C 0.72134 -4.96020 1.14227 0.042 -0.290 -0.159 -0.55
N 0.79837 -7.25859 0.26347 -0.093 -0.493 -0.615 1.02
O 0.26057 -6.87412 -0.75603 0.044 0.096 0.097 -0.60
O 1.20983 -8.39650 0.42425 0.020 0.071 0.113 -0.63
N 1.65028 -6.42082 4.98345 0.157 -0.301 0.768 1.06
O 1.88868 -7.61147 5.10515 -0.015 0.013 -0.135 -0.65
O 1.65135 -5.64076 5.91697 -0.019 0.080 -0.126 -0.63
H 1.11744 -3.87678 4.31633 -0.030 0.079 -0.051 0.63
H 1.44597 -7.85910 2.75703 0.019 -0.002 0.006 0.58
H 0.51173 -4.57878 0.15310 -0.014 0.046 0.007 0.60
```
Positions in Å, forces in eV/Å.